# 1
DFT (ωB97M-V with the def2-TZVPD basis set) results for a 7-piece molecular cluster, C48H79BBrF21N3O14 overall in a non-equilibrium geometry.

```
167
Properties=species:S:1:pos:R:3:mulliken_charge:R:1
C -7.44929 0.83494 3.50467 -1.199
C -6.12893 0.50257 2.64136 -0.053
C -5.67867 1.86121 1.95679 -0.783
C -4.30043 1.75170 1.15858 -0.487
C -3.01509 1.61263 2.11739 -0.712
C -1.87131 0.91367 1.19270 0.415
C -0.72474 0.48234 2.18665 -1.864
C 0.54162 -0.28708 1.66902 0.413
C 1.52453 0.86455 1.11076 -1.786
N 2.49919 0.09205 0.20587 1.426
C 2.92932 1.20991 -0.72026 -0.201
N 4.24793 1.00446 -1.40914 -0.525
C 3.69376 -0.03927 1.07606 -1.451
O 3.52608 -0.57738 2.38385 0.061
C 4.70485 -0.36658 3.19384 -0.613
C 1.69390 -1.08494 -0.30440 0.658
C 0.96463 -0.84470 -1.74529 -1.502
C -0.09593 0.32399 -1.84185 -0.317
C 0.03375 1.28071 -3.11655 0.914
F 0.48226 2.57386 -2.77287 -0.267
F -1.27160 1.52550 -3.61127 -0.281
F 0.71151 0.73372 -4.18531 -0.279
B 2.71538 -2.30159 -0.80487 0.248
C 3.78521 -3.10001 0.11042 -0.539
O 2.72692 -2.84397 -2.15948 -0.501
C 0.55896 -1.63613 0.76043 2.285
C 1.01164 -2.70873 1.85021 -2.221
C 1.05250 -4.24982 1.48104 -0.310
C 0.44092 -5.05691 2.75008 -0.854
N 1.50428 -5.22946 3.76539 -0.438
C -0.79083 -2.19747 0.16442 -1.412
C -1.84671 -2.94850 1.04339 -0.382
C -2.44849 -2.29167 2.33623 -0.920
Br -3.45503 -3.13079 -0.18699 -0.171
H -8.14061 1.48839 2.88908 0.305
H -7.16402 1.40644 4.44212 0.297
H -8.00975 -0.11777 3.78361 0.339
H -6.41241 -0.31385 1.90689 0.254
H -5.35511 0.09915 3.36072 0.142
H -6.47342 2.10367 1.16929 0.343
H -5.61356 2.74750 2.65444 0.320
H -4.41025 0.84432 0.46820 0.217
H -4.13483 2.64821 0.47075 0.287
H -3.29408 0.86996 2.92207 0.220
H -2.63304 2.60424 2.49446 0.464
H -1.54735 1.76878 0.50403 0.375
H -2.42278 0.09011 0.65994 -0.263
H -1.17228 -0.04844 3.09442 0.415
H -0.33895 1.46548 2.64196 0.667
H 1.03096 -0.61507 2.65220 0.268
H 1.98977 1.43003 1.98744 0.502
H 1.02586 1.74239 0.57273 0.634
H 2.24409 1.46648 -1.57230 -0.439
H 3.05289 2.21594 -0.18980 0.607
H 4.41654 0.01760 -1.61150 0.202
H 5.00708 1.44711 -0.89092 0.369
H 4.13915 1.00237 1.26352 0.862
H 4.58857 -0.59911 0.63039 0.303
H 5.08098 0.70402 3.17963 0.293
H 4.38697 -0.60807 4.25763 0.157
H 5.56741 -1.05221 2.92956 0.278
H 0.47103 -1.76893 -2.14797 0.257
H 1.82334 -0.53015 -2.43281 0.958
H -0.19539 1.00945 -0.95787 -0.999
H -1.12372 -0.14806 -2.01260 0.471
H 3.80706 -2.80079 1.19760 0.164
H 4.82067 -2.88036 -0.31824 0.273
H 3.60619 -4.21013 -0.04726 0.126
H 2.06718 -3.56746 -2.13561 0.346
H 0.27521 -2.60369 2.72118 0.704
H 2.02204 -2.49410 2.33622 0.492
H 0.51030 -4.55873 0.53815 0.349
H 2.09882 -4.69859 1.39972 0.174
H 0.11030 -6.07226 2.35124 0.456
H -0.50822 -4.56352 3.14734 0.279
H 1.39439 -6.11540 4.26357 0.259
H 1.55263 -4.43039 4.39974 0.050
H -0.47900 -2.93355 -0.66011 0.477
H -1.42397 -1.43114 -0.39899 -0.102
H -1.63917 -4.04083 1.28038 0.853
H -1.74207 -2.10326 3.19516 0.156
H -3.03770 -1.33491 2.12870 -0.005
H -3.23539 -3.01681 2.74254 0.564
C -2.70116 4.18699 -3.93134 -0.920
C -3.80660 3.64186 -4.81244 -0.273
O -5.07244 3.69086 -4.13466 -0.336
C -5.68618 4.88486 -4.12395 0.386
O -5.24684 5.87888 -4.63009 -0.521
C -7.03325 4.78443 -3.41524 0.831
F -6.95429 4.10843 -2.25432 -0.264
F -7.94608 4.14415 -4.16690 -0.267
F -7.55061 5.98508 -3.12229 -0.192
H -2.67936 3.66059 -2.97422 0.127
H -1.73070 4.07741 -4.41770 0.315
H -2.85752 5.24457 -3.70875 0.453
H -3.61280 2.59153 -5.03662 0.314
H -3.85943 4.17054 -5.76729 0.324
C 4.04849 6.10981 -3.41948 -1.103
C 5.37624 5.38335 -3.33797 -0.143
O 6.15888 5.86688 -2.23250 -0.314
C 5.83534 5.38156 -1.02812 0.381
O 4.95203 4.59090 -0.82707 -0.522
C 6.76997 5.94018 0.04060 0.888
F 6.94248 7.26603 -0.07483 -0.239
F 7.99230 5.38418 -0.03137 -0.260
F 6.31823 5.71890 1.28350 -0.240
H 4.20477 7.19012 -3.46460 0.332
H 3.49105 5.79534 -4.30342 0.377
H 3.43504 5.91405 -2.53758 0.281
H 5.95718 5.57897 -4.24035 0.316
H 5.24108 4.30085 -3.26986 0.252
C 7.14860 -8.81372 -2.83570 -1.113
C 6.33335 -7.53660 -2.86679 -0.203
O 6.00433 -7.10499 -1.53490 -0.294
C 6.97408 -6.45456 -0.87317 0.363
O 8.06333 -6.22441 -1.31692 -0.500
C 6.47793 -6.01613 0.50133 0.862
F 5.82623 -6.99651 1.14953 -0.263
F 5.61925 -4.97711 0.41495 -0.283
F 7.47117 -5.62439 1.30892 -0.251
H 6.62722 -9.58758 -2.26716 0.305
H 7.33029 -9.17945 -3.84764 0.372
H 8.11260 -8.65616 -2.34814 0.321
H 5.38685 -7.71808 -3.37857 0.307
H 6.84808 -6.74217 -3.41285 0.317
C -1.31641 -2.69758 -4.69935 -0.771
C -2.70676 -3.10374 -4.25033 -0.177
O -3.23041 -4.14260 -5.08899 -0.363
C -2.79240 -5.38332 -4.82116 0.355
O -2.01168 -5.65351 -3.95070 -0.517
C -3.45735 -6.39574 -5.74879 0.860
F -3.45463 -5.99188 -7.03068 -0.244
F -4.74242 -6.60504 -5.41332 -0.247
F -2.85249 -7.58991 -5.72232 -0.234
H -1.32105 -2.41437 -5.75442 0.391
H -0.95079 -1.85445 -4.10801 -0.075
H -0.60973 -3.52403 -4.59563 0.337
H -3.38385 -2.25297 -4.34379 0.446
H -2.71863 -3.41182 -3.20106 0.214
C -7.57921 8.87477 -2.69429 -0.937
C -8.36451 10.17054 -2.72318 -0.337
O -8.68812 10.60376 -1.39181 -0.315
C -7.70600 11.22839 -0.72390 0.359
O -6.60924 11.43388 -1.16358 -0.506
C -8.19658 11.67303 0.65065 0.876
F -8.87386 10.70288 1.29067 -0.246
F -9.02619 12.72829 0.56411 -0.250
F -7.19386 12.03727 1.46116 -0.241
H -8.12000 8.11169 -2.13094 0.316
H -7.40161 8.50838 -3.70648 0.332
H -6.61361 9.00836 -2.20211 0.317
H -9.31281 10.01324 -3.23949 0.348
H -7.82945 10.95489 -3.26423 0.310
C 5.40739 -5.39299 8.79156 -1.128
C 4.01441 -5.71790 8.29085 -0.187
O 3.21199 -4.52769 8.19671 -0.313
C 3.41169 -3.77077 7.10950 0.344
O 4.19947 -4.02140 6.23958 -0.508
C 2.46821 -2.57215 7.11507 0.910
F 2.42669 -1.95569 8.30630 -0.255
F 1.20185 -2.93050 6.82681 -0.266
F 2.81624 -1.63886 6.21450 -0.226
H 5.35744 -4.85185 9.73946 0.314
H 5.98772 -6.30585 8.93501 0.377
H 5.94180 -4.75217 8.08742 0.310
H 3.51334 -6.37620 9.00207 0.332
H 4.04178 -6.24070 7.33155 0.301
```

Total charge ... +1

# 2
DFT (ωB97M-V with the def2-TZVPD basis set) results for a 13-piece molecular cluster, C48H84F4O30 overall in a non-equilibrium geometry.

```
166
Properties=species:S:1:pos:R:3:mulliken_charge:R:1
C 4.91545 1.67060 -0.79547 0.910
C 4.75849 0.18758 -0.80179 0.280
O 5.68947 -0.25069 -1.72579 -0.410
C 5.91217 0.81119 -2.59663 0.417
O 6.46442 0.67880 -3.64371 -0.541
O 5.50662 1.94451 -2.04530 -0.314
F 3.45821 -0.23083 -1.15918 0.126
H 5.54000 1.91765 0.07450 0.217
H 3.89864 2.12094 -0.74477 -0.609
H 4.90915 -0.25554 0.16302 0.068
C 4.53435 0.44432 4.91517 0.612
C 4.43775 1.84024 4.25083 1.401
O 5.06798 1.59783 3.02726 -0.384
C 5.79302 0.46334 3.02660 0.665
O 6.49529 0.12081 2.13373 -0.512
O 5.56868 -0.21580 4.15638 -0.380
F 5.13411 2.84789 4.91597 -0.371
H 3.64755 -0.13280 4.83725 -0.665
H 4.85402 0.58465 5.93583 0.304
H 3.45595 2.24905 3.99929 -0.553
C -2.57535 -4.86494 -5.12639 -0.472
C -1.81202 -5.76325 -4.19652 0.245
O -2.09103 -5.16107 -2.93420 -0.234
C -2.61624 -3.92827 -3.14383 0.188
O -2.70438 -3.13292 -2.20383 -0.127
O -2.96402 -3.72479 -4.41721 -0.271
F -0.43225 -5.66731 -4.47832 -0.302
H -3.52677 -5.32808 -5.41938 0.408
H -2.01558 -4.61417 -6.02520 0.176
H -2.06015 -6.80384 -4.20077 0.323
C -3.51042 3.83916 -0.34618 0.323
C -4.48052 2.65377 -0.69257 2.030
O -5.44533 3.11071 -1.52945 -0.408
C -5.26227 4.47225 -1.72721 0.527
O -5.99534 5.15652 -2.40247 -0.568
O -4.13856 4.85062 -1.10085 -0.400
F -5.22275 2.25774 0.53720 -0.435
H -2.48477 3.70025 -0.72945 -0.129
H -3.56002 4.01547 0.73999 0.159
H -4.00209 1.75781 -1.11430 -0.997
O -0.44364 -0.12096 -6.86902 -0.491
C -1.13219 -1.07353 -6.81082 0.828
O -1.06288 -2.02101 -5.84918 -0.182
C -0.13590 -1.80779 -4.74845 -0.606
C -0.33565 -0.69869 -3.70866 2.000
C -2.23064 -1.29336 -7.80669 -1.150
H 0.82134 -1.68833 -5.27839 -0.057
H -0.12143 -2.85494 -4.34568 -0.106
H -1.40498 -0.52254 -3.55793 -0.829
H 0.11925 0.19396 -4.12512 0.173
H 0.17629 -0.90391 -2.70699 -0.744
H -2.24485 -0.47837 -8.53506 0.313
H -3.15009 -1.38729 -7.21105 0.211
H -2.14108 -2.25091 -8.30779 0.344
O -2.09503 -2.76569 2.96700 -0.432
C -3.21359 -3.27055 3.00056 0.910
O -3.48233 -4.32803 2.17655 -0.464
C -2.56603 -4.52222 1.15146 1.018
C -2.46926 -5.97772 0.67819 -1.365
C -4.30651 -2.87203 3.90174 -1.372
H -1.64885 -4.10799 1.57925 0.058
H -2.79444 -3.83331 0.35787 -0.172
H -3.50607 -6.30017 0.44571 0.312
H -1.97372 -6.66432 1.40293 0.364
H -1.77717 -5.98032 -0.16117 0.263
H -5.00460 -2.29014 3.34390 0.322
H -4.01195 -2.29305 4.79449 0.293
H -4.89383 -3.75209 4.14896 0.405
O 0.23287 5.20930 0.40747 -0.540
C 1.15239 5.21851 1.18560 0.325
O 1.37183 5.89731 2.36019 -0.231
C 0.33370 6.84596 2.74204 -0.131
C 0.74038 7.29090 4.15493 -1.071
C 2.36590 4.31222 0.85656 -0.295
H -0.62155 6.33646 2.58075 0.292
H 0.43192 7.71833 2.02788 0.316
H 0.23318 8.21493 4.53427 0.383
H 1.79717 7.62388 4.11817 0.288
H 0.60233 6.50684 4.97612 0.207
H 2.12894 3.33969 1.23984 -0.518
H 3.29893 4.75789 1.16146 0.641
H 2.42605 4.21761 -0.20553 0.205
O -3.97115 0.13451 -5.12320 -0.619
C -3.93360 0.62061 -4.05331 0.436
O -4.56941 0.20968 -2.91285 -0.006
C -5.43525 -0.87493 -3.08655 -0.232
C -5.80412 -1.46019 -1.68657 -0.771
C -3.13051 1.89051 -3.80922 -0.601
H -4.97466 -1.58611 -3.77335 0.135
H -6.33456 -0.53891 -3.61162 0.393
H -6.33663 -2.37842 -1.90088 0.464
H -6.41703 -0.72550 -1.10252 0.312
H -4.93757 -1.77824 -1.09622 -0.161
H -3.71877 2.75423 -4.12149 0.460
H -2.26846 1.79749 -4.38078 0.520
H -2.77282 2.01748 -2.81385 -0.222
O 1.04710 -3.24597 0.73801 -0.423
C 1.86686 -3.31053 -0.13575 0.433
O 3.23104 -3.64365 0.15514 -0.430
C 3.47295 -3.98495 1.52312 0.266
C 3.92561 -5.44234 1.71241 -1.463
C 1.70931 -2.92364 -1.59380 0.412
H 2.55041 -3.76909 2.12348 -0.032
H 4.24609 -3.30243 1.81593 0.370
H 4.76322 -5.68480 1.06237 0.350
H 3.18027 -6.22082 1.44202 0.301
H 4.24041 -5.61962 2.78831 0.360
H 0.68276 -2.64605 -1.78649 -0.580
H 2.06277 -3.74628 -2.20296 0.644
H 2.47227 -2.18112 -1.83362 -0.250
O -1.59020 1.47967 -0.60655 -0.658
C -1.25220 0.34505 -0.29772 0.124
O 0.01499 0.04239 0.03833 0.716
C 0.97280 1.08649 0.23557 2.231
C 1.83413 0.57395 1.32145 -0.249
C -2.18943 -0.80274 -0.39322 0.590
H 0.46467 1.98087 0.61614 0.140
H 1.53027 1.20259 -0.69441 -1.451
H 1.19770 0.58570 2.20056 -0.865
H 2.68674 1.18676 1.51367 0.366
H 2.21459 -0.47241 1.14708 -0.256
H -3.10827 -0.58329 0.12362 0.372
H -1.75590 -1.73235 0.04641 -0.585
H -2.48294 -0.94420 -1.44986 -0.686
O 2.75519 2.77640 -2.47638 -0.604
C 1.77975 2.57029 -3.16728 0.466
O 1.91037 1.83061 -4.32377 -0.339
C 3.10774 1.01138 -4.54612 0.351
C 3.04936 0.20086 -5.83510 -1.049
C 0.40792 3.17722 -2.96198 0.467
H 3.18965 0.35397 -3.68862 -0.379
H 3.90506 1.69371 -4.62031 0.659
H 2.98949 0.83406 -6.76702 0.335
H 2.16357 -0.49045 -5.84771 0.032
H 4.01904 -0.33602 -5.85652 0.383
H 0.39250 4.17940 -3.40073 0.573
H 0.26955 3.23116 -1.88326 -0.301
H -0.38718 2.60452 -3.44281 -0.495
O 0.48975 -1.94863 7.28240 -0.570
C 1.13418 -0.92408 7.13587 0.738
O 1.35459 -0.33594 5.94378 -0.008
C 0.80396 -0.89524 4.72274 0.789
C 1.67178 -2.09601 4.27446 -1.039
C 1.89365 -0.15672 8.22412 -1.115
H 0.80655 -0.06424 4.02679 -0.892
H -0.22861 -1.34522 4.71265 0.448
H 2.70420 -1.86413 4.11544 0.389
H 1.21092 -2.46150 3.39362 -0.066
H 1.63575 -2.89298 4.97963 0.609
H 1.68908 0.86298 8.11545 0.324
H 2.95795 -0.33209 8.07242 0.241
H 1.60479 -0.46302 9.25595 0.320
O -2.88950 2.91738 2.68754 -0.672
C -2.31312 1.90061 2.98793 0.549
O -0.99001 1.80857 3.29683 0.160
C -0.37918 3.14976 3.61588 -0.237
C 0.92736 2.90615 4.26962 -0.515
C -2.90122 0.49155 2.97047 -0.617
H -1.14075 3.70430 4.18819 0.697
H -0.30466 3.74446 2.66897 -0.145
H 0.95083 2.25945 5.11557 0.510
H 1.28431 3.92344 4.52916 0.344
H 1.65227 2.61797 3.53631 -0.733
H -3.76320 0.49609 2.29039 0.098
H -3.22277 0.46437 4.02819 0.443
H -2.18002 -0.25772 2.76185 -0.012
```

no.,LUMO (eV)
1,-2.45
2,0.25